DFT (the ωB97M-V functional and the def2-TZVPD basis) results for a molecular structure, C98H217F3O6P6S in a non-equilibrium geometry.

Cartesian coordinates (Å):
1 C -0.887 0.354 -0.683
2 F -0.633 0.794 0.513
3 F -1.797 -0.691 -0.677
4 F -1.419 1.402 -1.352
5 S 0.753 -0.357 -1.455
6 O 1.607 0.805 -1.696
7 O 1.276 -1.231 -0.462
8 O 0.287 -1.001 -2.679
9 C 0.959 5.041 -2.178
10 C 2.274 4.653 -2.783
11 C 3.551 4.641 -1.920
12 C 3.465 3.520 -0.883
13 P 5.013 2.848 -0.257
14 C 5.882 2.013 -1.561
15 C 4.914 1.412 -2.590
16 C 5.593 0.608 -3.747
17 C 6.703 -0.337 -3.310
18 C 4.639 1.799 1.170
19 C 4.150 2.685 2.305
20 C 3.749 1.962 3.568
21 C 2.262 1.551 3.665
22 C 5.922 4.413 0.240
23 C 6.639 5.154 -0.853
24 C 7.211 6.399 -0.245
25 C 6.377 7.392 0.701
26 H 0.139 4.724 -2.823
27 H 1.049 6.101 -1.938
28 H 0.799 4.464 -1.268
29 H 2.527 5.257 -3.655
30 H 2.158 3.668 -3.234
31 H 3.742 5.614 -1.467
32 H 4.275 4.484 -2.719
33 H 2.987 2.651 -1.335
34 H 2.824 3.805 -0.049
35 H 6.697 1.365 -1.237
36 H 6.343 2.789 -2.172
37 H 4.374 2.202 -3.113
38 H 4.215 0.696 -2.159
39 H 6.136 1.262 -4.430
40 H 4.854 0.092 -4.360
41 H 7.549 0.317 -3.099
42 H 6.905 -0.991 -4.158
43 H 6.405 -0.693 -2.324
44 H 5.359 1.007 1.376
45 H 3.797 1.235 0.767
46 H 3.272 3.246 1.986
47 H 4.953 3.400 2.487
48 H 4.082 2.552 4.421
49 H 4.313 1.029 3.564
50 H 1.443 2.197 3.349
51 H 2.079 1.120 4.649
52 H 2.119 0.675 3.032
53 H 6.627 4.040 0.983
54 H 5.201 5.042 0.762
55 H 5.963 5.534 -1.620
56 H 7.332 4.594 -1.481
57 H 7.716 6.917 -1.060
58 H 8.119 6.068 0.258
59 H 5.433 7.670 0.232
60 H 6.929 8.332 0.698
61 H 6.132 7.013 1.694
62 C -2.708 -2.840 -7.947
63 C -2.563 -3.109 -6.448
64 C -1.314 -2.425 -5.958
65 C 0.073 -2.755 -6.656
66 P 1.640 -2.341 -5.885
67 C 1.614 -0.597 -5.531
68 C 2.356 0.151 -6.691
69 C 2.087 1.697 -6.660
70 C 2.988 2.564 -5.771
71 C 1.865 -3.333 -4.319
72 C 3.203 -3.007 -3.670
73 C 3.820 -4.128 -2.732
74 C 5.159 -3.873 -2.064
75 C 3.087 -2.868 -6.967
76 C 3.331 -4.406 -7.070
77 C 4.877 -4.718 -7.114
78 C 5.745 -4.247 -5.909
79 H -2.032 -3.550 -8.423
80 H -2.592 -1.808 -8.278
81 H -3.661 -3.147 -8.378
82 H -2.651 -4.192 -6.363
83 H -3.554 -2.777 -6.141
84 H -1.162 -2.618 -4.896
85 H -1.401 -1.340 -5.910
86 H 0.288 -2.031 -7.441
87 H 0.105 -3.742 -7.117
88 H 2.071 -0.400 -4.562
89 H 0.577 -0.301 -5.690
90 H 1.923 -0.147 -7.646
91 H 3.433 -0.009 -6.754
92 H 1.046 1.996 -6.530
93 H 2.078 2.004 -7.706
94 H 2.819 2.258 -4.739
95 H 2.923 3.643 -5.911
96 H 3.991 2.353 -6.143
97 H 1.875 -4.363 -4.676
98 H 1.103 -3.375 -3.541
99 H 3.049 -2.060 -3.151
100 H 3.810 -2.880 -4.566
101 H 3.761 -5.048 -3.313
102 H 3.070 -4.250 -1.950
103 H 5.979 -3.751 -2.772
104 H 5.315 -4.720 -1.396
105 H 5.203 -2.937 -1.508
106 H 4.042 -2.372 -6.792
107 H 2.754 -2.388 -7.887
108 H 2.794 -4.704 -7.971
109 H 2.787 -4.910 -6.272
110 H 5.298 -4.320 -8.037
111 H 5.080 -5.789 -7.123
112 H 5.991 -3.186 -5.956
113 H 6.700 -4.766 -5.822
114 H 5.201 -4.354 -4.970
115 C 6.915 -7.075 5.938
116 C 5.509 -7.187 5.468
117 C 5.295 -6.782 3.954
118 C 3.828 -7.575 3.650
119 P 3.103 -7.175 2.039
120 C 2.842 -5.342 1.615
121 C 3.895 -4.331 1.917
122 C 3.448 -2.862 1.742
123 C 4.357 -1.785 2.184
124 C 4.561 -7.501 0.887
125 C 5.061 -8.956 0.786
126 C 6.436 -9.172 0.184
127 C 7.612 -8.508 0.913
128 C 1.715 -8.333 1.583
129 C 0.949 -8.082 0.329
130 C 1.503 -8.413 -1.129
131 C 1.529 -9.930 -1.461
132 H 7.577 -6.910 5.087
133 H 7.302 -7.983 6.400
134 H 7.143 -6.156 6.479
135 H 4.791 -6.628 6.069
136 H 5.212 -8.232 5.547
137 H 6.168 -7.002 3.339
138 H 5.163 -5.701 3.925
139 H 3.074 -7.392 4.414
140 H 4.020 -8.648 3.640
141 H 2.096 -5.008 2.336
142 H 2.190 -5.261 0.745
143 H 4.847 -4.472 1.404
144 H 4.018 -4.514 2.984
145 H 2.504 -2.502 2.151
146 H 3.250 -2.742 0.677
147 H 4.153 -0.887 1.599
148 H 5.432 -1.943 2.105
149 H 4.346 -1.437 3.217
150 H 5.352 -6.839 1.240
151 H 4.168 -7.068 -0.033
152 H 4.460 -9.513 0.067
153 H 5.009 -9.343 1.804
154 H 6.404 -8.812 -0.845
155 H 6.763 -10.212 0.185
156 H 7.774 -8.929 1.905
157 H 7.463 -7.428 0.912
158 H 8.492 -8.786 0.333
159 H 1.038 -8.033 2.383
160 H 1.893 -9.378 1.835
161 H 0.544 -7.073 0.409
162 H 0.032 -8.663 0.422
163 H 2.535 -8.110 -1.302
164 H 0.805 -7.915 -1.802
165 H 2.124 -10.559 -0.799
166 H 2.052 -9.994 -2.415
167 H 0.531 -10.357 -1.555
168 C -0.487 -4.584 -1.765
169 C -1.352 -4.927 -0.591
170 C -1.229 -4.006 0.597
171 C -1.757 -4.607 1.976
172 P -1.600 -3.588 3.571
173 C -2.028 -4.680 5.014
174 C -3.078 -5.770 4.712
175 C -3.951 -6.275 5.956
176 C -3.134 -6.657 7.139
177 C -3.109 -2.441 3.575
178 C -2.917 -1.155 2.583
179 C -3.431 0.175 3.120
180 C -4.906 0.227 3.326
181 C -0.014 -2.769 3.562
182 C 0.035 -1.694 4.673
183 C 0.307 -2.179 6.107
184 C 1.658 -2.820 6.244
185 H -1.024 -3.933 -2.454
186 H -0.219 -5.507 -2.279
187 H 0.460 -4.136 -1.461
188 H -1.331 -5.937 -0.180
189 H -2.418 -4.967 -0.818
190 H -1.850 -3.125 0.439
191 H -0.164 -3.800 0.706
192 H -1.013 -5.389 2.124
193 H -2.729 -5.091 1.876
194 H -2.378 -4.125 5.885
195 H -1.120 -5.139 5.404
196 H -2.714 -6.605 4.112
197 H -3.778 -5.261 4.049
198 H -4.673 -7.092 5.985
199 H -4.489 -5.398 6.317
200 H -2.547 -5.839 7.557
201 H -2.442 -7.443 6.835
202 H -3.610 -6.946 8.076
203 H -3.484 -2.190 4.568
204 H -3.906 -3.072 3.184
205 H -3.454 -1.398 1.666
206 H -1.850 -1.046 2.388
207 H -3.190 1.004 2.454
208 H -3.011 0.403 4.099
209 H -5.202 1.241 3.594
210 H -5.338 -0.499 4.014
211 H -5.335 0.104 2.331
212 H 0.270 -2.361 2.592
213 H 0.831 -3.447 3.680
214 H -0.811 -1.010 4.609
215 H 0.983 -1.221 4.417
216 H -0.617 -2.681 6.396
217 H 0.259 -1.297 6.745
218 H 1.681 -3.292 7.226
219 H 2.477 -2.136 6.020
220 H 1.605 -3.740 5.661
221 C -1.589 3.260 4.224
222 C -2.733 4.287 4.165
223 C -2.283 5.716 4.597
224 C -3.160 6.721 3.816
225 P -2.565 8.487 3.724
226 C -3.963 9.629 3.208
227 C -5.103 8.981 2.272
228 C -4.819 8.237 0.997
229 C -6.023 7.567 0.361
230 C -1.114 8.717 2.561
231 C 0.052 7.791 2.856
232 C 1.206 7.863 1.876
233 C 1.948 6.504 1.796
234 C -2.046 8.860 5.394
235 C -1.549 10.277 5.663
236 C -2.639 11.321 6.098
237 C -2.979 10.990 7.617
238 H -1.887 2.452 3.555
239 H -1.478 2.850 5.227
240 H -0.650 3.638 3.820
241 H -3.631 4.079 4.747
242 H -3.016 4.408 3.120
243 H -1.235 5.903 4.364
244 H -2.440 5.905 5.659
245 H -4.043 6.840 4.446
246 H -3.537 6.443 2.832
247 H -3.451 10.439 2.687
248 H -4.411 10.029 4.118
249 H -5.798 9.797 2.073
250 H -5.653 8.369 2.988
251 H -3.995 7.525 0.948
252 H -4.427 8.824 0.166
253 H -6.750 7.130 1.046
254 H -5.681 6.719 -0.232
255 H -6.659 8.198 -0.260
256 H -0.729 9.724 2.723
257 H -1.620 8.608 1.602
258 H -0.343 6.781 2.747
259 H 0.460 7.823 3.866
260 H 1.828 8.683 2.234
261 H 0.691 8.229 0.987
262 H 2.578 6.500 0.906
263 H 1.299 5.633 1.707
264 H 2.641 6.277 2.606
265 H -1.337 8.077 5.662
266 H -2.963 8.780 5.977
267 H -1.037 10.670 4.785
268 H -0.853 9.914 6.418
269 H -3.574 11.410 5.545
270 H -2.191 12.302 5.938
271 H -2.149 11.057 8.320
272 H -3.446 10.010 7.721
273 H -3.695 11.739 7.954
274 C -6.109 -2.608 -4.887
275 C -5.980 -1.727 -3.632
276 C -4.793 -0.848 -3.633
277 C -4.741 0.118 -2.439
278 P -5.910 1.389 -2.346
279 C -7.608 0.929 -2.112
280 C -8.698 1.422 -3.170
281 C -10.029 1.371 -2.426
282 C -10.225 2.760 -1.688
283 C -5.720 2.650 -1.078
284 C -5.112 2.219 0.350
285 C -4.481 3.346 1.220
286 C -5.571 4.227 1.784
287 C -5.572 2.302 -3.947
288 C -4.138 2.422 -4.514
289 C -4.005 3.546 -5.632
290 C -3.873 4.999 -4.973
291 H -5.291 -3.328 -4.889
292 H -6.186 -2.163 -5.878
293 H -7.059 -3.143 -4.926
294 H -5.937 -2.236 -2.669
295 H -6.880 -1.116 -3.704
296 H -4.825 -0.246 -4.541
297 H -4.117 -1.702 -3.677
298 H -3.751 0.560 -2.322
299 H -4.977 -0.632 -1.684
300 H -7.753 1.157 -1.056
301 H -7.788 -0.139 -1.989
302 H -8.707 0.754 -4.031
303 H -8.464 2.401 -3.588
304 H -10.211 0.477 -1.829
305 H -10.828 1.197 -3.146
306 H -9.419 2.872 -0.963
307 H -11.104 2.786 -1.043
308 H -10.260 3.624 -2.351
309 H -6.686 3.142 -0.972
310 H -5.044 3.400 -1.488
311 H -4.471 1.342 0.259
312 H -5.962 1.727 0.822
313 H -3.713 4.008 0.820
314 H -4.110 2.937 2.160
315 H -6.172 3.788 2.581
316 H -6.246 4.728 1.090
317 H -5.008 5.029 2.260
318 H -5.938 3.287 -3.656
319 H -6.320 2.161 -4.727
320 H -3.910 1.449 -4.949
321 H -3.606 2.735 -3.616
322 H -4.855 3.446 -6.307
323 H -3.078 3.415 -6.190
324 H -4.540 5.046 -4.111
325 H -4.317 5.754 -5.622
326 H -2.877 5.310 -4.658
327 O -5.849 -1.602 0.429
328 C -6.959 -2.059 0.070
329 O -6.717 -3.191 -0.160
330 O -8.047 -1.476 0.185
331 H -5.686 -2.524 0.218

- Largest force on an atom: 11.6 eV Å⁻¹
- HOMO energy: -12.645 eV
- Charge: +4
- LUMO: -6.41 eV
- Gap between HOMO and LUMO: 6.2 eV

These are the Mulliken partial charges, in e, on atoms 1 to 6: C -0.2187; F -0.0669; F -0.1078; F -0.2142; S 0.7305; O -0.7004